(1)
Below is C4H6N2O in the gas phase, with properties calculated with ωB97M-V/def2-TZVPD.

```
! RIJCOSX wB97M-V def2-TZVPD def2/J DEFGRID3
* xyz 0 1
O -2.6736 1.3149 -0.0664
N -0.5084 0.8662 0.2959
N -1.0463 -1.9636 0.0229
C 0.1070 -1.4335 0.0253
C 0.4245 0.0226 0.0750
C -1.7203 0.9057 0.7662
C 1.8622 0.4553 -0.0332
H -1.7836 -1.2511 0.0124
H 0.9759 -2.0989 0.0280
H -2.3341 1.4808 -0.9669
H 1.9608 1.3386 -0.6699
H 2.4796 -0.3479 -0.4470
H 2.2563 0.7109 0.9578
*
```

Calculated values
Energy: -9270.20511 eV
Gap between HOMO and LUMO: 8.37 eV
HOMO energy: -8.81 eV
LUMO: -0.44 eV

natural (NBO) population analysis, charges in e, atoms 1 to 5: -0.657 -0.448 -0.536 0.050 0.209



(2)
Below is 2 unconnected molecules or ions with the total composition C4H6N2O at a distorted geometry, with properties calculated with ωB97M-V/def2-TZVPD.

```
! RIJCOSX wB97M-V def2-TZVPD def2/J DEFGRID3
* xyz 0 1
O -1.0724 -1.0096 -0.0753
N 1.2008 -0.9275 0.4928
N 1.7181 1.1651 -0.0560
C 0.3862 0.9417 -0.3377
C 2.1667 0.0421 0.4240
C -2.1409 -0.1136 -0.1907
C 0.0723 -0.3503 -0.0065
H -1.6029 0.9605 0.7636
H 3.1930 -0.1655 0.6813
H -2.1091 0.5966 -1.0168
H 1.2819 -1.8587 0.8697
H -0.1376 1.5732 -1.0435
H -2.9562 -0.8540 -0.5049
*
```

Calculated values
Energy: -9269.71254 eV
Gap between HOMO and LUMO: 9.33 eV
HOMO energy: -8.58 eV
LUMO: 0.75 eV

natural (NBO) population analysis, charges in e, atoms 1 to 5: -0.483 -0.548 -0.441 -0.205 0.164



(3)
Below is C4H6N2O in the gas phase at a distorted geometry, with properties calculated with ωB97M-V/def2-TZVPD.

```
! RIJCOSX wB97M-V def2-TZVPD def2/J DEFGRID3
* xyz 0 1
O 0.9999 -1.6413 0.9782
N -1.1505 -0.9238 1.2369
N 0.0757 -0.6453 0.6855
C -1.1541 0.7372 -0.3337
C -1.9121 -0.0357 0.5611
C 1.5783 0.8052 -0.8289
C 0.2019 0.3239 -0.2228
H -3.0502 -0.0096 0.4424
H 0.4558 -2.2225 1.4706
H 2.2273 1.1104 -0.0171
H -1.6023 1.3239 -1.0549
H 1.3575 1.3754 -1.7637
H 1.9728 -0.1977 -1.1535
*
```

Calculated values
SMILES: Cc1ccnn1O
Energy: -9269.87582 eV
Gap between HOMO and LUMO: 9.85 eV
HOMO energy: -8.89 eV
LUMO: 0.96 eV

natural (NBO) population analysis, charges in e, atoms 1 to 5: -0.520 -0.330 0.099 -0.364 -0.048



(4)
Below is C4H6N2O in the gas phase, with properties calculated with ωB97M-V/def2-TZVPD.

```
! RIJCOSX wB97M-V def2-TZVPD def2/J DEFGRID3
* xyz 0 1
O 2.8609 -0.1663 -1.1621
N 1.6201 0.3051 0.7347
N 0.2747 0.2500 1.0695
C 1.7747 -0.0182 -0.6264
C -1.9374 -0.0300 -0.0306
C 0.4076 -0.1000 -1.1207
C -0.4422 0.0053 -0.0633
H 2.3039 0.0000 1.4157
H -2.3525 0.9668 0.1540
H 0.1311 -0.2408 -2.1546
H -2.3198 -0.3860 -0.9902
H -0.0107 0.1155 2.0231
H -2.3102 -0.7015 0.7510
*
```

Calculated values
SMILES: Cc1cc(=O)[nH][nH]1
Energy: -9272.24233 eV
Gap between HOMO and LUMO: 8.92 eV
HOMO energy: -8.24 eV
LUMO: 0.68 eV

natural (NBO) population analysis, charges in e, atoms 1 to 5: -0.633 -0.445 -0.401 0.599 -0.651



(5)
Below is C4H6N2O in the gas phase at a distorted geometry, with properties calculated with ωB97M-V/def2-TZVPD.

```
! RIJCOSX wB97M-V def2-TZVPD def2/J DEFGRID3
* xyz 0 1
O 1.3373 1.6769 0.9922
N -0.2081 -1.5515 2.0477
N -1.6145 -0.7389 -1.0162
C -0.3446 -0.9139 -0.6197
C -0.1369 -1.1335 0.9699
C 0.3363 1.1063 0.3549
C 0.5379 0.4409 -0.9017
H 1.0804 1.9432 1.8873
H -0.6703 1.1959 0.7546
H 1.5891 0.2252 -1.0903
H -2.2349 -1.4319 -0.5990
H 0.0805 0.9331 -1.7627
H 0.2478 -1.7518 -1.0170
*
```

Calculated values
Energy: -9268.30072 eV
Gap between HOMO and LUMO (alpha / beta): 6.04 / 8.83 eV
HOMO energy (alpha / beta): -7.29 / -9.02 eV
LUMO (alpha / beta): -1.25 / -0.19 eV

natural (NBO) population analysis, charges in e, atoms 1 to 5: -0.612 -0.366 -0.698 -0.085 0.174



(6)
Below is C4H6N2O in the gas phase at a distorted geometry, with properties calculated with ωB97M-V/def2-TZVPD.

```
! RIJCOSX wB97M-V def2-TZVPD def2/J DEFGRID3
* xyz 0 1
O -0.5500 1.5324 -1.6732
N -0.4388 1.4188 0.6519
N 0.2370 -1.4760 -1.3891
C -0.3782 0.9183 -0.6385
C -0.0611 0.4708 1.5993
C 0.3673 -0.6403 0.9876
C 0.3717 -0.3694 -0.4922
H -0.1300 0.7015 2.6560
H 1.1848 0.4665 -0.9003
H 0.6103 -1.5698 1.4927
H -0.4530 -1.3257 -2.1085
H -0.7222 2.3640 0.8301
H 0.1368 -2.3833 -0.9636
*
```

Calculated values
SMILES: N[C@@H]1C=CNC1=O
Energy: -9271.62724 eV
Gap between HOMO and LUMO: 9.36 eV
HOMO energy: -8.55 eV
LUMO: 0.81 eV

natural (NBO) population analysis, charges in e, atoms 1 to 5: -0.623 -0.615 -0.830 0.624 0.001



(7)
Below is 2 unconnected molecules or ions with the total composition C4H6N2O, with properties calculated with ωB97M-V/def2-TZVPD.

```
! RIJCOSX wB97M-V def2-TZVPD def2/J DEFGRID3
* xyz 0 1
O -1.7915 -1.9725 0.5021
N 1.4103 1.5736 -0.9013
N 1.9558 0.3512 -0.8735
C 1.4303 -0.4510 0.0804
C 0.5094 1.5485 0.0720
C -2.5024 -1.0918 0.0942
C 0.4764 0.2988 0.7284
H 2.6834 0.1292 -1.5342
H -0.1521 -0.0228 1.5463
H -3.5657 -1.2692 -0.1643
H 1.7646 -1.4688 0.2226
H -2.1324 -0.0562 -0.0412
H -0.0861 2.4310 0.2685
*
```

Calculated values
SMILES: c1cn[nH]c1.C=O
Energy: -9271.45252 eV
Gap between HOMO and LUMO: 10.27 eV
HOMO energy: -9.39 eV
LUMO: 0.88 eV

natural (NBO) population analysis, charges in e, atoms 1 to 5: -0.499 -0.266 -0.332 -0.050 -0.072



(8)
Below is C4H6N2O in the gas phase, with properties calculated with ωB97M-V/def2-TZVPD.

```
! RIJCOSX wB97M-V def2-TZVPD def2/J DEFGRID3
* xyz 0 1
O 0.2714 -1.7687 1.3806
N -0.5137 -1.7389 0.1752
N -0.6535 1.0137 -2.3140
C -0.8148 -0.5611 -0.0194
C 1.5776 -1.2490 1.2988
C -0.9512 1.5512 -1.1984
C -1.1329 0.7142 -0.0132
H -1.1979 2.6091 -1.0604
H 2.2442 -1.9895 0.8494
H 1.6398 -0.2960 0.7541
H 1.8403 -1.0687 2.3450
H -1.6687 1.0757 0.8612
H -0.6404 1.7080 -3.0589
*
```

Calculated values
SMILES: [H]/N=C/C=C=NOC
Energy: -9268.37643 eV
Gap between HOMO and LUMO: 9.39 eV
HOMO energy: -9.47 eV
LUMO: -0.08 eV

natural (NBO) population analysis, charges in e, atoms 1 to 5: -0.386 -0.168 -0.603 0.452 -0.267



(9)
Below is a molecular structure, C4H6N2O, with properties calculated with ωB97M-V/def2-TZVPD.

```
! RIJCOSX wB97M-V def2-TZVPD def2/J DEFGRID3
* xyz 0 1
O -0.7503 -1.9334 -0.0633
N 1.3595 -0.8434 -0.0920
N -1.8129 0.4766 0.3555
C 1.7302 0.4767 0.0425
C -0.4815 0.3614 0.4243
C 0.6357 1.2570 0.2690
C 0.0104 -0.9681 0.2144
H -1.8319 -1.2927 -0.8528
H -2.1680 -0.4115 -0.5565
H 1.9835 -1.6248 -0.2076
H 2.7752 0.7579 0.0077
H -2.0849 1.4148 0.0506
H 0.6349 2.3295 0.4082
*
```

Calculated values
Energy: -9269.49451 eV
Gap between HOMO and LUMO (alpha / beta): 7.73 / 7.73 eV
HOMO energy (alpha / beta): -7.95 / -7.95 eV
LUMO (alpha / beta): -0.22 / -0.22 eV

natural (NBO) population analysis, charges in e, atoms 1 to 5: -0.546 -0.570 -0.607 0.012 0.066



(10)
Below is C4H6N2O in the gas phase, with properties calculated with ωB97M-V/def2-TZVPD.

```
! RIJCOSX wB97M-V def2-TZVPD def2/J DEFGRID3
* xyz 0 1
O 2.8020 0.6097 0.1279
N -1.9449 0.6463 -0.1954
N 1.2228 -1.0370 -0.2589
C -0.6135 0.3514 -0.1452
C 0.4667 1.1378 -0.3045
C 1.6606 0.2924 -0.1352
C -0.1639 -1.0616 0.1635
H -0.7670 -1.8449 -0.3072
H 0.5088 2.2116 -0.4366
H 1.8531 -1.7035 0.1663
H -2.5924 -0.0263 0.1820
H -2.2229 1.6122 -0.1125
H -0.2096 -1.1881 1.2559
*
```

Calculated values
SMILES: NC1=CC(=O)NC1
Energy: -9273.14900 eV
Gap between HOMO and LUMO: 9.48 eV
HOMO energy: -8.80 eV
LUMO: 0.68 eV

natural (NBO) population analysis, charges in e, atoms 1 to 5: -0.605 -0.788 -0.623 0.251 -0.432



(11)
Below is 2 unconnected molecules or ions with the total composition C4H6N2O, with properties calculated with ωB97M-V/def2-TZVPD.

```
! RIJCOSX wB97M-V def2-TZVPD def2/J DEFGRID3
* xyz 0 1
O -1.1977 -1.5912 0.2814
N 0.8642 -0.6552 -0.2235
N -1.7014 1.0628 1.4394
C 1.4633 0.5864 -0.0219
C 0.6532 1.4452 0.6210
C -0.4223 -0.6687 0.2997
C -0.6073 0.7380 0.8818
H -1.6560 2.0316 1.7653
H 1.2799 -1.4451 -0.6897
H 2.4737 0.7513 -0.3769
H 0.8852 2.4655 0.8938
H -0.8530 -2.6401 -2.6149
H -1.1818 -2.0806 -2.2556
*
```

Calculated values
SMILES: [H]/N=C1\C=CNC1=O.[H][H]
Energy: -9271.45684 eV
Gap between HOMO and LUMO: 8.83 eV
HOMO energy: -9.11 eV
LUMO: -0.28 eV

natural (NBO) population analysis, charges in e, atoms 1 to 5: -0.522 -0.630 -0.520 0.062 -0.374



(12)
Below is 2 unconnected molecules or ions with the total composition C4H6N2O, with properties calculated with ωB97M-V/def2-TZVPD.

```
! RIJCOSX wB97M-V def2-TZVPD def2/J DEFGRID3
* xyz 0 1
O -0.6110 -1.7384 0.2192
N -1.8568 1.0254 -0.5410
N 1.1674 -0.9018 -0.7572
C -0.2241 -0.8558 -0.6469
C 1.4557 -0.0700 0.3685
C 0.4865 0.9987 0.3185
C -0.5951 0.5265 -0.3761
H -2.5709 0.3226 -0.6837
H 2.4973 0.1051 0.6415
H -2.1327 1.7729 0.0801
H 0.3645 -1.2254 1.0894
H 1.4859 -1.8562 -0.6364
H 0.5334 1.8964 0.9241
*
```

Calculated values
Energy: -9268.60429 eV
Gap between HOMO and LUMO: 8.21 eV
HOMO energy: -7.85 eV
LUMO: 0.36 eV

natural (NBO) population analysis, charges in e, atoms 1 to 5: -0.631 -0.775 -0.571 0.424 -0.142



(13)
Below is C4H6N2O in the gas phase, with properties calculated with ωB97M-V/def2-TZVPD.

```
! RIJCOSX wB97M-V def2-TZVPD def2/J DEFGRID3
* xyz 0 1
O -2.4114 -1.0377 -0.1988
N -0.0327 0.9623 0.7336
N -0.1900 -0.6856 -0.7841
C -1.3356 1.0423 0.5232
C 0.6225 -0.0700 -0.0372
C 2.0814 -0.3272 0.1229
C -1.4873 -0.0440 -0.5535
H 2.6682 0.5816 -0.0476
H -1.7728 0.4630 -1.4927
H -3.2879 -0.6392 -0.2254
H 2.3885 -1.0941 -0.5895
H 0.4639 1.5299 1.4107
H 2.2933 -0.6814 1.1383
*
```

Calculated values
Energy: -9270.77344 eV
Gap between HOMO and LUMO: 9.56 eV
HOMO energy: -8.93 eV
LUMO: 0.62 eV

natural (NBO) population analysis, charges in e, atoms 1 to 5: -0.689 -0.611 -0.408 0.105 0.405



(14)
Below is 2 unconnected molecules or ions with the total composition C4H6N2O at a distorted geometry, with properties calculated with ωB97M-V/def2-TZVPD.

```
! RIJCOSX wB97M-V def2-TZVPD def2/J DEFGRID3
* xyz 0 1
O 1.0753 1.1750 0.1709
N 2.5990 -0.7458 0.0596
N -1.5937 -1.8583 -0.0623
C -1.4540 -0.7109 -0.0709
C 1.8573 0.1465 0.0960
C -1.3147 0.7480 -0.1111
C -0.0244 1.2346 -0.7646
H 0.2239 0.6658 -1.6644
H -0.1159 2.2927 -1.0138
H -1.3727 1.1456 0.9075
H 1.1632 -2.3758 1.3828
H -2.1666 1.1524 -0.6688
H 0.4470 -2.5602 1.4614
*
```

Calculated values
SMILES: N#CCCOC#N.[H][H]
Energy: -9270.34460 eV
Gap between HOMO and LUMO: 11.41 eV
HOMO energy: -11.09 eV
LUMO: 0.33 eV

natural (NBO) population analysis, charges in e, atoms 1 to 5: -0.483 -0.395 -0.287 0.266 0.536



(15)
Below is 2 unconnected molecules or ions with the total composition C4H6N2O, with properties calculated with ωB97M-V/def2-TZVPD.

```
! RIJCOSX wB97M-V def2-TZVPD def2/J DEFGRID3
* xyz 0 1
O 2.1623 -1.0019 0.5057
N -1.4653 0.1305 0.5576
N 0.0383 -1.1053 -0.5026
C 1.1599 0.9876 -0.5524
C -0.1209 1.1103 -1.0741
C -0.8922 -0.0622 -0.7184
C 1.0981 -0.3465 0.0206
H -0.5709 2.0119 -1.4840
H -0.2519 -1.9229 0.0196
H 2.8905 -0.3619 0.4483
H -0.1048 0.2153 1.1051
H -1.9870 0.9962 0.6824
H -1.9560 -0.6510 0.9922
*
```

Calculated values
Energy: -9266.48669 eV
Gap between HOMO and LUMO: 7.70 eV
HOMO energy: -7.66 eV
LUMO: 0.04 eV

natural (NBO) population analysis, charges in e, atoms 1 to 5: -0.671 -0.708 -0.592 -0.343 -0.310



(16)
Below is C4H6N2O in the gas phase, with properties calculated with ωB97M-V/def2-TZVPD.

```
! RIJCOSX wB97M-V def2-TZVPD def2/J DEFGRID3
* xyz 0 1
O 0.4695 -0.9638 -0.9580
N -0.4014 0.6496 1.9248
N -1.6274 -0.5738 -1.9001
C -0.4950 1.1175 -0.4843
C 0.0924 0.5186 0.7687
C -0.6322 -0.1830 -1.2384
C 1.1052 -0.4787 0.2343
H -1.5045 -1.5542 -2.1585
H -1.4403 1.6353 -0.3346
H 1.2935 -1.3222 0.9049
H 2.0577 0.0067 -0.0218
H 0.2295 1.7712 -0.9912
H 0.0393 0.0028 2.5842
*
```

Calculated values
SMILES: [H]/N=C1\CO/C(=N\[H])C1
Energy: -9272.06181 eV
Gap between HOMO and LUMO: 10.84 eV
HOMO energy: -10.08 eV
LUMO: 0.76 eV

natural (NBO) population analysis, charges in e, atoms 1 to 5: -0.509 -0.577 -0.662 -0.549 0.290



(17)
Below is C4H6N2O in the gas phase, with properties calculated with ωB97M-V/def2-TZVPD.

```
! RIJCOSX wB97M-V def2-TZVPD def2/J DEFGRID3
* xyz 0 1
O 1.5331 -0.7295 1.5976
N -0.8883 0.1032 0.6569
N 0.7805 -0.6126 -0.6558
C -0.5411 -0.9720 1.3681
C -0.5004 1.3192 -1.5296
C -0.1400 0.2576 -0.5476
C 0.7053 -1.3696 0.5920
H -1.5368 1.1947 -1.8649
H 1.3609 -1.2075 2.4258
H -0.4112 2.3149 -1.0814
H 1.0090 -2.4089 0.4391
H 0.1660 1.2527 -2.3899
H -1.5615 0.7847 0.9761
*
```

Calculated values
Energy: -9270.40759 eV
Gap between HOMO and LUMO: 9.62 eV
HOMO energy: -9.01 eV
LUMO: 0.61 eV

natural (NBO) population analysis, charges in e, atoms 1 to 5: -0.678 -0.629 -0.439 0.098 -0.676



(18)
Below is C4H6N2O in the gas phase, with properties calculated with ωB97M-V/def2-TZVPD.

```
! RIJCOSX wB97M-V def2-TZVPD def2/J DEFGRID3
* xyz 0 1
O 0.9028 -1.8587 1.0310
N 1.8813 0.9368 0.1263
N -0.3940 1.3754 0.4772
C -0.9498 -0.7860 -0.1948
C 0.7363 0.5393 0.5051
C -1.0988 0.6651 -0.6141
C 0.1802 -0.8460 0.5135
H -0.1017 2.3042 0.1847
H 2.4977 0.1364 0.0035
H 0.4752 -2.6968 0.8066
H -0.4456 0.8162 -1.5000
H -2.1133 1.0194 -0.7993
H -1.5702 -1.6052 -0.5396
*
```

Calculated values
SMILES: [H]/N=C1/NCC=C1O
Energy: -9271.52241 eV
Gap between HOMO and LUMO: 9.68 eV
HOMO energy: -9.05 eV
LUMO: 0.63 eV

natural (NBO) population analysis, charges in e, atoms 1 to 5: -0.651 -0.670 -0.593 -0.299 0.385



(19)
Below is C4H6N2O in the gas phase at a distorted geometry, with properties calculated with ωB97M-V/def2-TZVPD.

```
! RIJCOSX wB97M-V def2-TZVPD def2/J DEFGRID3
* xyz 0 1
O 1.2138 -1.0909 -0.8079
N 0.4615 -0.0905 1.6762
N 0.8799 1.1491 1.0464
C 0.7560 1.1796 -0.2056
C -2.1975 -0.7356 -0.7392
C -1.0478 -0.3408 -0.8429
C 0.3534 -0.0074 -1.0644
H 0.6001 0.0624 2.6771
H -0.6512 -0.0352 1.5061
H 1.0398 2.0735 -0.7600
H -3.1183 -1.2966 -0.5125
H 0.5437 0.3678 -2.1037
H 1.1666 -1.2354 0.1306
*
```

Calculated values
SMILES: C#C[C@H](O)/C=N\N
Energy: -9269.05143 eV
Gap between HOMO and LUMO: 10.27 eV
HOMO energy: -9.37 eV
LUMO: 0.89 eV

natural (NBO) population analysis, charges in e, atoms 1 to 5: -0.686 -0.718 -0.243 0.068 -0.227



(20)
Below is C4H6N2O in the gas phase, with properties calculated with ωB97M-V/def2-TZVPD.

```
! RIJCOSX wB97M-V def2-TZVPD def2/J DEFGRID3
* xyz 0 1
O 1.1256 -1.8733 0.2395
N -0.3577 1.3743 0.1527
N 1.9318 1.1495 0.5404
C -1.3619 0.7320 -0.3568
C 0.8051 0.5362 0.4146
C 0.2789 -0.7673 0.3397
C -0.9760 -0.6807 -0.4562
H -1.7716 -1.4075 -0.2590
H 0.8902 -2.4815 0.9506
H -0.2200 2.3781 0.1968
H 2.6374 0.4187 0.5451
H -0.7391 -0.5824 -1.5381
H -2.2428 1.2040 -0.7692
*
```

Calculated values
Energy: -9270.02752 eV
Gap between HOMO and LUMO (alpha / beta): 6.62 / 6.62 eV
HOMO energy (alpha / beta): -6.55 / -6.55 eV
LUMO (alpha / beta): 0.08 / 0.08 eV

natural (NBO) population analysis, charges in e, atoms 1 to 5: -0.703 -0.434 -0.837 0.203 0.308